This record from OMol25 describes an isolated molecule of C17H17ClN2S in a non-equilibrium geometry. The level of theory is wB97M-V/def2-TZVPD.

Calculated values
E_HOMO   -0.2926 Eh
LUMO energy   0.425 eV
Spin multiplicity   1
Max |F|   0.356 hartree/bohr
E_tot   -1625.45153 Eh

The geometry in XYZ format:
```
38
Properties=species:S:1:pos:R:3:forces:R:3
C -2.1000 0.8425 -0.2589 -0.515 -2.805 8.330
C -0.7605 0.8649 -0.6458 2.346 -0.498 -3.009
H -2.9663 -0.8562 1.4458 2.309 1.989 -0.750
Cl 3.4963 -0.3687 1.3585 1.064 -0.542 -0.558
H -3.8317 1.3045 2.0206 0.557 1.296 -0.388
C 5.6215 -3.0700 -0.5494 5.975 -7.609 -4.722
H -4.9879 3.4902 2.1879 -0.531 0.106 0.068
C -4.0587 4.4044 0.5457 -3.482 4.313 2.275
C -4.3262 3.3496 1.3533 0.873 -3.325 3.538
H 6.7246 -3.3630 -0.7239 -1.800 0.761 0.719
H -0.7703 0.8216 -1.9491 0.949 1.104 3.873
N 1.5266 -1.9575 -0.2536 2.196 1.775 -0.040
C -3.2290 4.3601 -0.4342 4.183 -1.789 -5.796
H -2.6992 0.2939 -0.8096 -2.899 -2.535 -3.104
S 2.0016 0.3169 -1.4732 0.470 1.223 -0.859
C -2.6703 2.8852 -0.6539 2.173 13.089 -8.903
C 5.2086 -2.1050 0.1009 6.055 9.429 6.420
C 3.1864 -3.5852 -1.1666 8.542 5.687 4.253
H 2.4993 -4.0155 -1.8074 -1.357 -0.822 -0.831
C -3.5520 2.1992 1.4027 -1.549 -0.310 -1.606
H -1.7757 0.3111 1.8931 2.581 6.153 8.555
C -0.9158 -1.2924 0.7578 -0.734 0.476 -1.564
H -2.9514 5.3022 -1.1959 -0.801 -2.931 2.265
H -1.9182 2.8494 -1.6212 -2.216 -0.279 2.498
C 1.0250 -0.6529 -0.6304 -0.726 -3.584 0.965
C 3.0486 -2.2037 -0.3798 -13.255 -10.110 -7.533
C 4.7267 -3.8744 -1.1491 -8.838 -4.348 -4.169
H -0.2673 -1.7697 1.6163 -0.884 1.308 -1.943
H 6.1317 -1.3616 0.6450 -3.017 -2.226 -1.435
C -2.7376 2.0340 0.2204 -1.542 -5.290 5.924
C 3.9882 -1.6463 0.1585 1.960 6.708 6.502
H 4.7463 -4.8611 -1.8112 1.505 2.181 1.630
H -0.1776 1.5517 0.0297 -0.256 0.421 -1.868
H -4.6273 5.3359 0.8678 0.883 -0.926 -0.850
N -0.2886 -0.4314 -0.2761 5.287 -1.895 -0.614
C -1.9269 -0.2273 1.1827 -6.228 -7.982 -9.308
H -1.3401 -2.0961 0.0196 0.098 0.736 2.327
H 0.9476 -2.7794 -0.0173 0.623 1.053 -0.292
```
Forces are in eV/Å.